# 1
Computed, not measured: a structure of composition C8H16N2NiPS at a distorted geometry, with ωB97M-V/def2-TZVPD.

As for the HOMO-LUMO gap (spin up / spin down): 3.578 / 6.155 eV. The value obtained for the HOMO energy (spin up / spin down) is -0.010 / -0.108 Eh. As for the expectation value of S²: 2.013. The value obtained for the energy above the lowest of the compared OMol25 structures with the same formula, charge and spin is 0.0 kJ/mol.

ORCA input file:
```
! wB97M-V def2-TZVPD RIJCOSX def2/J DEFGRID3
* xyz -1 3
C 0.23 0.11 -3.56
C -0.85 -0.74 -3.94
C -0.59 -2.07 -3.49
C 0.68 -2.10 -2.87
C 1.25 -0.76 -2.88
Ni 0.49 0.50 -1.31
P -0.39 2.39 -1.22
H 0.42 1.13 -3.94
H -1.73 -0.44 -4.50
H -1.26 -2.92 -3.59
H 2.31 -0.49 -2.77
H 1.18 -2.98 -2.47
H -1.53 2.67 -0.40
H -0.92 2.85 -2.47
H 0.43 3.51 -0.86
C 1.26 -0.93 3.67
N 1.13 -0.37 2.31
C -0.06 -0.27 1.69
S -0.22 -0.88 0.08
N -1.15 0.22 2.31
C -1.12 1.12 3.47
H 0.29 -1.03 4.17
H 1.91 -0.27 4.26
H 1.74 -1.92 3.62
H 1.87 -0.69 1.68
H -1.95 0.30 1.69
H -1.66 2.04 3.22
H -1.64 0.65 4.32
H -0.10 1.38 3.76
*
```

***

# 2
Computed, not measured: a structure of composition C25H36N4O4SV at a distorted geometry, with ωB97M-V/def2-TZVPD.

As for the HOMO-LUMO gap (spin up / spin down): 8.011 / 8.338 eV. The value obtained for the HOMO energy (spin up / spin down) is -0.373 / -0.385 Eh. As for the expectation value of S²: 2.016. The value obtained for the energy above the lowest of the compared OMol25 structures with the same formula, charge and spin is 30.2 kJ/mol.

ORCA input file:
```
! wB97M-V def2-TZVPD RIJCOSX def2/J DEFGRID3
* xyz 1 3
V 0.75 0.48 0.23
C 2.10 2.18 2.80
C 2.49 1.56 1.49
C 2.92 0.21 1.42
C 3.11 -0.61 2.66
C 3.24 -0.35 0.17
C 3.71 -1.78 0.12
C 3.06 0.40 -1.01
C 3.19 -0.30 -2.34
C 2.79 1.78 -0.93
C 2.81 2.64 -2.16
C 2.53 2.36 0.33
C 2.22 3.83 0.45
H 2.97 2.58 3.32
H 1.61 1.45 3.45
H 1.39 2.99 2.65
H 2.49 -1.51 2.64
H 2.87 -0.07 3.57
H 4.15 -0.93 2.73
H 2.88 -2.46 0.26
H 4.44 -1.97 0.91
H 4.19 -2.01 -0.83
H 4.23 -0.35 -2.67
H 2.61 0.20 -3.11
H 2.81 -1.32 -2.26
H 1.82 3.06 -2.38
H 3.15 2.10 -3.04
H 3.49 3.48 -2.02
H 2.49 4.38 -0.44
H 2.76 4.26 1.30
H 1.15 3.97 0.64
O -0.94 -2.30 -1.58
C -0.16 -2.12 -0.63
O 0.76 -1.22 -0.64
C -0.27 -2.95 0.60
C -0.32 -4.34 0.53
C -0.39 -5.10 1.68
C -0.43 -4.46 2.92
C -0.40 -3.07 3.00
C -0.32 -2.29 1.84
S -0.44 -0.53 1.98
H -0.29 -4.81 -0.45
H -0.42 -6.18 1.62
H -0.48 -5.05 3.82
H -0.45 -2.58 3.96
N -0.87 0.80 -1.29
C -1.97 1.54 -0.63
C -2.92 2.30 -1.55
C -3.84 1.45 -2.43
C -5.05 0.88 -1.70
N -4.75 0.06 -0.52
C -4.08 -1.09 -0.55
N -3.60 -1.61 0.58
N -3.89 -1.74 -1.69
C -1.27 2.51 0.35
O -1.73 3.59 0.63
O -0.16 1.98 0.79
H -0.47 1.37 -2.03
H -1.14 -0.09 -1.69
H -2.50 0.85 0.02
H -2.31 2.96 -2.18
H -3.53 2.96 -0.93
H -3.25 0.68 -2.94
H -4.25 2.09 -3.22
H -5.70 0.33 -2.38
H -5.64 1.72 -1.32
H -4.96 0.45 0.38
H -3.60 -1.09 1.44
H -2.95 -2.38 0.51
H -4.26 -1.37 -2.55
H -3.15 -2.41 -1.74
*
```

***

# 3
Computed, not measured: a structure of composition C20H22F2N5O2Se2V at a distorted geometry, with ωB97M-V/def2-TZVPD.

As for the HOMO-LUMO gap (spin up / spin down): 5.652 / 5.894 eV. The value obtained for the HOMO energy (spin up / spin down) is -0.245 / -0.258 Eh. As for the expectation value of S²: 2.059. The value obtained for the energy above the lowest of the compared OMol25 structures with the same formula, charge and spin is 51.1 kJ/mol.

ORCA input file:
```
! wB97M-V def2-TZVPD RIJCOSX def2/J DEFGRID3
* xyz 0 3
V -0.69 -0.62 -0.01
N -1.21 2.28 -3.23
C -0.85 1.18 -2.54
N -1.06 1.02 -1.28
C -1.73 2.03 -0.58
N -2.13 1.80 0.63
N -1.80 0.54 1.01
C -2.31 0.06 2.12
C -1.96 -1.29 2.39
C -2.41 -2.02 3.49
C -2.00 -3.33 3.64
C -1.15 -3.88 2.68
C -0.76 -3.11 1.61
N -1.14 -1.84 1.46
C -2.01 3.30 -1.23
C -2.54 4.40 -0.56
C -2.86 5.55 -1.25
C -2.64 5.62 -2.63
C -2.09 4.54 -3.31
C -1.77 3.39 -2.60
H -1.04 2.32 -4.22
H -0.33 0.41 -3.09
H -2.94 0.66 2.76
H -3.07 -1.54 4.20
H -2.34 -3.91 4.48
H -0.82 -4.90 2.77
H -0.13 -3.53 0.83
H -2.70 4.32 0.51
H -3.28 6.40 -0.73
H -2.90 6.51 -3.17
H -1.91 4.60 -4.37
O 3.91 -3.17 1.53
C 3.08 -2.66 0.50
C 3.38 -1.18 0.28
C 4.91 -1.03 0.16
O 5.34 0.30 -0.03
C 2.91 -0.36 1.49
Se 1.09 0.41 1.45
C 2.76 -0.69 -1.04
Se 0.98 -1.41 -1.51
H 3.74 -4.11 1.63
H 2.02 -2.75 0.78
H 3.22 -3.21 -0.44
H 5.26 -1.68 -0.66
H 5.38 -1.38 1.08
H 4.93 0.65 -0.83
H 3.55 0.50 1.62
H 2.97 -0.98 2.38
H 3.40 -0.96 -1.88
H 2.63 0.39 -1.00
F -3.16 -1.32 -0.69
C -1.90 -1.69 -1.24
F -1.83 -3.07 -1.05
H -2.00 -1.56 -2.32
*
```